w) 21
Properties=species:S:1:pos:R:3:lowdin_charge:R:1 method="wB97M-V/def2-TZVPD" total_charge=+1 molar_mass_g_mol=169.17 lumo_energy_ev=-4.11 smiles="N[C@@]12NC=N[C@]1(N)[NH+]=CNC2=O" homo_ev=-13.28
C -1.030 1.103 1.699 -0.150
C 1.218 -2.033 0.253 -0.028
C 1.850 0.226 0.147 -0.343
C 0.426 0.699 0.015 -0.434
C -0.524 -0.472 0.250 -0.360
N -1.284 -0.107 1.426 0.111
N -0.089 1.618 0.909 0.131
N 2.073 -1.129 -0.083 0.210
N -0.028 -1.800 0.434 0.209
N 0.465 0.920 -1.406 0.118
N -1.521 -0.488 -1.036 0.090
O 2.785 0.875 0.516 0.192
H -1.472 1.739 2.538 0.178
H 1.668 -3.035 0.494 0.205
H 0.230 2.579 0.957 0.176
H 2.941 -1.367 -0.386 0.149
H -0.636 -2.411 0.803 0.132
H -0.452 0.601 -1.714 0.035
H 0.492 1.987 -1.643 0.166
H -2.385 -0.093 -0.597 0.109
H -1.837 -1.467 -1.226 0.105

---

x) 21
Properties=species:S:1:pos:R:3:lowdin_charge:R:1 method="wB97M-V/def2-TZVPD" total_charge=+1 molar_mass_g_mol=169.17 lumo_energy_ev=-3.19 homo_ev=-13.74
C -0.038 0.303 -1.004 0.050
C -0.815 -0.722 -0.528 -0.091
C 0.140 0.240 1.205 -0.003
C -1.714 -1.650 -1.266 -0.465
C -1.683 -1.391 1.590 0.015
N 4.212 3.725 0.889 0.170
N 3.403 3.028 0.363 -0.269
N -0.737 -0.634 0.834 -0.062
N 0.542 0.892 0.080 0.123
N -1.381 -1.781 -2.563 0.198
N 2.836 2.357 -0.310 0.183
O -2.735 -2.100 -0.786 0.094
H 0.186 0.725 -1.974 0.155
H -2.669 -0.924 1.559 0.117
H -1.760 -2.362 1.075 0.107
H -1.448 -1.426 2.710 0.138
H 4.533 3.919 1.786 0.083
H 1.197 1.596 -0.035 0.033
H -0.445 -1.966 -2.748 0.092
H -1.918 -2.363 -3.179 0.130
H 0.295 0.536 2.302 0.202

---

Most stable pick: w). Distance to second place: 0.844 eV.

---

w) 20
Properties=species:S:1:pos:R:3:lowdin_charge:R:1 method="wB97M-V/def2-TZVPD" total_charge=+1 molar_mass_g_mol=132.19 lumo_energy_ev=-5.16 smiles="C=C=C1C=CC=C1/C=[NH+]/C" homo_ev=-12.82
C 2.635 -1.888 -0.041 -0.044
C 2.962 -0.610 0.202 0.033
C 1.220 -1.984 -0.134 0.065
C 1.936 1.507 0.046 0.030
C 0.703 -0.678 -0.093 -0.204
C 1.757 0.212 0.050 -0.238
C 1.943 2.788 -0.081 0.095
C -0.600 -0.139 0.025 0.045
C -3.101 -0.168 0.169 -0.053
N -1.776 -0.800 -0.079 -0.015
H 3.368 -2.716 -0.160 0.140
H 3.927 -0.295 0.507 0.127
H 0.530 -2.869 -0.257 0.147
H 1.860 3.451 0.872 0.136
H 1.915 3.344 -0.945 0.055
H -0.726 0.980 0.104 0.170
H -3.135 0.834 -0.346 0.100
H -3.862 -0.929 -0.154 0.104
H -3.174 0.087 1.341 0.139
H -1.926 -1.802 -0.317 0.169

---

x) 20
Properties=species:S:1:pos:R:3:lowdin_charge:R:1 method="wB97M-V/def2-TZVPD" total_charge=+1 molar_mass_g_mol=132.19 lumo_energy_ev=-3.97 homo_ev=-13.58
C -1.874 -1.049 2.220 0.006
C -2.375 -0.735 0.957 -0.024
C -0.499 -1.015 2.415 -0.004
C -1.535 -0.437 -0.051 -0.075
C 0.275 -0.614 1.356 -0.071
C 2.413 1.910 -1.602 0.083
C 0.337 -0.314 -2.293 0.091
C 1.832 1.124 -0.675 -0.113
C 0.832 0.185 -1.200 -0.063
N -0.253 -0.329 0.206 0.057
H -2.520 -1.105 3.138 0.149
H -3.470 -0.661 0.769 0.145
H 0.046 -1.233 3.287 0.113
H -2.020 -0.335 -1.028 0.146
H 1.324 -0.619 1.599 0.142
H 3.014 2.671 -1.126 0.076
H 2.269 2.036 -2.651 0.079
H -0.610 -0.717 -2.452 0.056
H 0.687 0.044 -3.245 0.099
H 2.127 1.192 0.377 0.110

---

Most stable pick: x). Distance to second place: 0.371 eV.

---

w) 16
Properties=species:S:1:pos:R:3:lowdin_charge:R:1 method="wB97M-V/def2-TZVPD" total_charge=0 molar_mass_g_mol=152.24 lumo_energy_ev=0.16 smiles="CN(O)C(=S)N(C)S" homo_ev=-7.96
C -0.275 -2.562 0.191 -0.083
C 0.263 -0.044 0.361 -0.887
C 0.494 2.410 0.727 -0.114
H -0.661 -2.463 1.329 0.125
H 0.655 -3.053 -0.010 0.048
H -1.153 -3.084 -0.233 0.055
H 0.786 -1.333 -2.508 -0.094
H 0.659 3.316 -0.059 0.128
H -0.034 2.869 1.687 0.141
H 1.568 2.227 0.680 0.024
H -1.765 1.417 -1.045 0.164
N -0.255 -1.046 -0.373 -0.508
N -0.057 1.210 0.164 -0.274
O -1.430 1.365 -0.026 -0.079
S -0.525 -1.012 -2.112 0.758
S 1.729 -0.216 1.228 0.597

---

x) 16
Properties=species:S:1:pos:R:3:lowdin_charge:R:1 method="wB97M-V/def2-TZVPD" total_charge=0 molar_mass_g_mol=152.24 lumo_energy_ev=0.58 smiles="NC(=O)[C@H](N)CSS" homo_ev=-8.98
S -1.645 -1.380 3.172 0.308
S -1.766 -0.301 1.483 0.429
C -0.261 -0.707 0.556 -0.498
C -0.285 0.035 -0.778 -0.396
C 1.124 -0.059 -1.380 -0.520
N 2.024 0.832 -0.875 0.160
O 1.468 -0.925 -2.157 0.058
N -0.703 1.401 -0.581 0.012
H -2.492 -2.400 2.952 -0.193
H -0.098 -1.769 0.424 0.088
H 0.639 -0.409 1.103 0.083
H -0.926 -0.392 -1.511 0.132
H 1.758 1.574 -0.257 0.090
H 3.000 0.660 -1.035 0.109
H -0.933 1.953 -1.387 0.086
H -0.904 1.885 0.273 0.053

---

Most stable pick: x). Distance to second place: 5.003 eV.

---

w) 16
Properties=species:S:1:pos:R:3:lowdin_charge:R:1 method="wB97M-V/def2-TZVPD" total_charge=0 molar_mass_g_mol=152.24 lumo_energy_ev=0.51 smiles="NC(=O)[C@H](N)CSS" homo_ev=-9.16
S 2.864 0.417 2.836 0.296
S 0.885 0.189 2.324 0.416
C 0.757 -0.273 0.588 -0.510
C -0.696 0.072 0.088 -0.358
C -0.966 -0.857 -1.124 -0.524
N -0.945 -0.312 -2.369 0.162
O -1.303 -2.008 -0.939 0.047
N -0.817 1.462 -0.360 0.038
H 3.172 -0.894 3.023 -0.188
H 0.692 -1.366 0.668 0.069
H 1.591 0.016 -0.019 0.078
H -1.299 -0.257 0.929 0.125
H -0.764 0.670 -2.475 0.082
H -1.501 -0.794 -3.049 0.107
H -1.649 1.888 0.024 0.082
H -0.021 2.046 -0.144 0.076

---

x) 16
Properties=species:S:1:pos:R:3:lowdin_charge:R:1 method="wB97M-V/def2-TZVPD" total_charge=0 molar_mass_g_mol=152.24 lumo_energy_ev=0.75 homo_ev=-7.73
C -2.816 0.361 -0.289 -0.852
C 2.705 -0.381 -0.469 -0.294
C 0.720 -0.747 1.439 -0.246
N -2.435 -0.714 0.256 -0.195
N -2.313 1.344 -1.009 0.165
O 0.352 0.732 -0.810 -0.577
S -4.117 -0.221 0.711 0.728
S 0.895 -0.580 -0.406 0.812
H 3.293 -1.223 -0.946 0.062
H 2.777 0.431 -1.304 0.071
H 3.212 0.135 0.392 0.064
H 0.449 0.281 1.749 0.062
H -0.086 -1.505 1.713 0.060
H 1.690 -1.132 1.761 0.029
H -1.390 1.316 -1.329 0.043
H -2.936 1.902 -1.460 0.069

---

Most stable pick: w). Distance to second place: 3.429 eV.

---

w) 7
Properties=species:S:1:pos:R:3:lowdin_charge:R:1 method="wB97M-V/def2-TZVPD" total_charge=-1 molar_mass_g_mol=85.04 lumo_energy_ev=4.48 smiles="O=c1nc1N[O-]" homo_ev=-3.05
C -0.026 0.091 0.148 -0.205
C 0.407 -0.850 1.100 -0.563
N 1.344 -0.242 0.374 0.148
N -0.456 0.665 -0.932 -0.184
O -1.705 0.919 -1.289 -0.302
O 0.073 -1.571 2.021 -0.017
H 0.363 0.988 -1.422 0.123

---

x) 7
Properties=species:S:1:pos:R:3:lowdin_charge:R:1 method="wB97M-V/def2-TZVPD" total_charge=-1 molar_mass_g_mol=85.04 lumo_energy_ev=4.66 smiles="O=C([O-])C1N=N1" homo_ev=-4.31
C -0.601 -0.748 0.432 -0.737
C -0.023 0.589 -0.191 -0.263
N 1.467 0.551 -0.055 0.043
N 1.022 0.333 -1.186 0.013
O -1.755 -1.067 0.341 -0.034
O 0.375 -1.249 1.103 -0.124
H -0.485 1.592 -0.443 0.103

---

Most stable pick: x). Distance to second place: 1.504 eV.

---

w) 19
Properties=species:S:1:pos:R:3:lowdin_charge:R:1 method="wB97M-V/def2-TZVPD" total_charge=0 molar_mass_g_mol=168.22 lumo_energy_ev=0.68 smiles="O=C(O)[C@H](S)c1ccccc1" homo_ev=-8.92
C 1.772 -0.588 1.478 -0.574
C 0.252 -0.538 1.523 -0.564
C -0.293 0.072 0.246 -0.233
C 0.178 -0.501 -0.959 -0.041
C -0.318 -0.043 -2.162 -0.066
C -1.245 1.017 -2.145 -0.091
C -1.764 1.527 -0.966 -0.105
C -1.363 0.982 0.218 -0.052
H 3.217 0.474 1.838 0.142
H -0.063 0.120 2.318 0.107
H 0.426 -2.783 0.893 -0.106
H 0.929 -1.308 -0.908 0.114
H -0.045 -0.415 -3.123 0.095
H -1.582 1.399 -3.109 0.101
H -2.564 2.341 -0.973 0.132
H -1.904 1.321 1.090 0.114
O 2.269 0.496 2.062 0.132
O 2.443 -1.384 0.853 0.073
S -0.344 -2.190 1.826 0.823

---

x) 19
Properties=species:S:1:pos:R:3:lowdin_charge:R:1 method="wB97M-V/def2-TZVPD" total_charge=0 molar_mass_g_mol=168.22 lumo_energy_ev=0.71 smiles="C#CSC(=C)C1=COCCO1" homo_ev=-8.42
C 0.217 -1.291 -0.885 -0.112
C 0.325 -0.620 0.225 -0.283
C 3.861 0.494 -0.321 -0.555
C 1.507 -0.084 0.904 -0.540
C 4.426 1.395 -0.881 0.049
C 1.358 0.752 1.943 0.047
C -2.069 -1.455 -0.849 -0.114
C -1.929 0.067 -0.200 -0.101
O -0.870 -1.884 -1.432 -0.056
O -0.843 0.038 0.705 -0.114
S 3.060 -0.753 0.410 0.960
H 4.793 2.347 -1.185 0.025
H 1.153 -1.808 -1.326 0.152
H 2.231 0.776 2.601 0.074
H 0.320 1.039 2.212 0.089
H -2.221 -2.050 0.007 0.103
H -2.923 -1.612 -1.544 0.134
H -1.820 0.866 -1.002 0.147
H -2.690 0.278 0.480 0.097

---

Most stable pick: w). Distance to second place: 5.276 eV.